(1)
A cluster of 2 separate species, C24H24ClN3O4S in total in a non-equilibrium geometry, computed with wB97M-V/def2-TZVPD.

Atoms and positions in Å:
N 6.150 1.338 8.677
C 5.658 1.201 7.623
C 5.050 1.043 6.315
C 3.763 1.542 6.066
C 3.192 1.437 4.790
C 3.925 0.864 3.743
S 3.230 0.896 2.048
C 2.398 -0.614 1.957
Cl 1.502 -1.496 0.894
O 2.351 2.041 2.037
O 4.403 0.899 1.198
C 5.178 0.287 4.002
C 5.741 0.390 5.283
H 3.214 2.041 6.872
H 2.190 1.839 4.624
H 2.757 -1.317 2.711
H 5.746 -0.220 3.217
H 6.739 -0.016 5.483
C -5.118 -0.155 -2.474
C -3.816 0.562 -2.151
N -3.162 -0.100 -0.938
C -1.899 0.602 -0.449
C -0.813 0.663 -1.451
C 0.309 -0.105 -1.408
C 1.160 -0.249 -2.542
C 1.002 0.700 -3.564
O 0.080 1.733 -3.458
C -0.883 1.719 -2.472
O -1.723 2.596 -2.507
C 1.645 0.572 -4.800
C 2.438 -0.549 -5.031
C 2.637 -1.512 -4.030
C 2.033 -1.346 -2.781
C -2.901 -1.566 -1.280
C -4.220 -2.244 -1.628
N -5.343 -1.280 -1.544
C -5.449 -0.770 -0.161
C -4.171 -0.038 0.214
H -5.964 0.542 -2.381
H -5.090 -0.556 -3.498
H -3.114 0.504 -2.992
H -3.977 1.621 -1.897
H -2.194 1.610 -0.128
H -1.592 0.049 0.446
H 0.375 -0.838 -0.626
H 1.442 1.318 -5.575
H 2.909 -0.677 -6.011
H 3.235 -2.403 -4.239
H 2.178 -2.070 -1.978
H -2.205 -1.588 -2.129
H -2.428 -2.029 -0.401
H -4.191 -2.646 -2.652
H -4.424 -3.061 -0.919
H -6.304 -0.079 -0.106
H -5.607 -1.620 0.520
H -3.684 -0.495 1.089
H -4.358 1.033 0.394

Summary:
HOMO level ... -5.387 eV
Energy above the lowest of the compared OMol25 structures with the same formula, charge and spin ... 725.52 kJ/mol
HOMO-LUMO gap ... 4.49 eV
F_max ... 0.092 hartree/bohr
Calculated total energy ... -61289.75863 eV
Lowest unoccupied orbital energy ... -0.9 eV

=====

(2)
A structure of composition C24H24IrNOPS4Sb, computed with wB97M-V/def2-TZVPD.

Atoms and positions in Å:
Ir -0.130 0.300 0.308
S -3.907 -1.745 2.731
Sb -1.916 -0.816 2.648
S -1.676 1.369 1.616
S -0.231 -1.806 1.222
S -0.767 -0.523 4.685
C 2.066 1.793 2.835
C 2.664 2.291 1.524
C 1.845 3.424 0.913
C 2.940 1.156 0.529
C 4.045 1.506 -0.459
O 3.600 0.914 -1.698
C 2.308 0.625 -1.576
N 1.823 0.794 -0.387
C 1.696 0.095 -2.826
C 2.611 -0.158 -3.855
C 2.210 -0.685 -5.070
C 0.875 -0.970 -5.289
C -0.046 -0.718 -4.286
C 0.334 -0.189 -3.056
P -1.014 0.197 -1.901
C -1.733 1.731 -2.531
C -1.409 2.937 -1.917
C -1.907 4.132 -2.419
C -2.733 4.121 -3.531
C -3.061 2.919 -4.148
C -2.563 1.727 -3.653
C -2.247 -1.104 -2.052
C -3.584 -0.804 -1.794
C -4.517 -1.826 -1.712
C -4.122 -3.145 -1.882
C -2.788 -3.447 -2.126
C -1.849 -2.433 -2.202
H 1.979 2.613 3.548
H 2.689 1.019 3.286
H 1.065 1.383 2.691
H 3.657 2.692 1.759
H 0.803 3.125 0.778
H 2.229 3.746 -0.057
H 1.851 4.289 1.575
H 3.188 0.244 1.081
H 5.017 1.088 -0.215
H 4.130 2.581 -0.621
H 3.656 0.054 -3.698
H 2.946 -0.872 -5.839
H 0.546 -1.383 -6.233
H -1.089 -0.946 -4.462
H -0.766 2.948 -1.044
H -1.655 5.066 -1.936
H -3.127 5.050 -3.920
H -3.709 2.913 -5.014
H -2.834 0.794 -4.132
H -3.897 0.222 -1.648
H -5.553 -1.591 -1.510
H -4.852 -3.940 -1.816
H -2.478 -4.476 -2.249
H -0.808 -2.679 -2.375

Summary:
HOMO level (alpha / beta) ... -10.236 / -11.494 eV
<S²> ... 8.773
HOMO-LUMO gap (alpha / beta) ... 6.82 / 5.96 eV
F_max ... 0.006 hartree/bohr
Calculated total energy ... -90814.86712 eV
Lowest unoccupied orbital energy (alpha / beta) ... -3.4 / -5.5 eV
Total charge ... +1
Spin multiplicity ... 6

=====

(3)
An isolated molecule of C24H24N2O, computed with wB97M-V/def2-TZVPD.

Atoms and positions in Å:
C -9.316 -0.824 0.213
C -7.833 -0.634 0.103
C -7.247 0.573 0.469
C -5.883 0.769 0.387
C -5.063 -0.258 -0.073
C -5.641 -1.471 -0.441
C -7.007 -1.652 -0.353
H -7.435 -2.601 -0.644
H -5.013 -2.275 -0.801
N -3.675 -0.137 -0.180
C -2.883 0.951 0.054
O -3.291 2.043 0.390
C -1.430 0.683 -0.167
C -0.642 1.722 -0.653
C 0.707 1.536 -0.875
C 1.306 0.313 -0.591
C 0.526 -0.714 -0.076
C -0.831 -0.537 0.129
H -1.407 -1.346 0.559
H 0.984 -1.661 0.170
C 2.776 0.114 -0.845
N 3.527 1.311 -0.502
C 3.559 1.573 0.927
C 4.786 0.991 1.679
C 5.521 -0.049 0.888
C 6.103 -1.162 1.475
C 6.820 -2.062 0.706
C 6.950 -1.861 -0.658
C 6.350 -0.766 -1.256
C 5.648 0.147 -0.487
C 4.873 1.301 -1.058
H 5.342 2.256 -0.794
H 4.810 1.239 -2.147
H 6.432 -0.615 -2.323
H 7.509 -2.564 -1.258
H 7.276 -2.923 1.171
H 5.999 -1.321 2.539
H 4.478 0.585 2.644
H 5.489 1.806 1.879
H 3.547 2.661 1.060
H 2.636 1.182 1.359
H 3.127 -0.783 -0.308
H 2.920 -0.067 -1.916
H 1.320 2.337 -1.256
H -1.112 2.673 -0.857
H -3.210 -0.967 -0.522
H -5.446 1.711 0.672
H -7.874 1.377 0.827
H -9.843 0.005 -0.255
H -9.614 -0.859 1.260
H -9.626 -1.750 -0.264

Summary:
HOMO level ... -8.195 eV
Energy above the lowest of the compared OMol25 structures with the same formula, charge and spin ... 0.00 kJ/mol
HOMO-LUMO gap ... 8.88 eV
F_max ... 0.009 hartree/bohr
Calculated total energy ... -30306.21138 eV
Lowest unoccupied orbital energy ... 0.7 eV

=====

(4)
A structure of composition C24H24N3RhS2 in a non-equilibrium geometry, computed with wB97M-V/def2-TZVPD.

Atoms and positions in Å:
Rh -17.696 2.035 3.883
C -18.506 0.979 6.539
N -17.879 2.255 6.118
C -16.496 2.428 6.582
C -15.901 3.604 5.841
N -15.705 3.486 4.394
C -15.716 4.869 3.791
C -14.511 2.744 4.066
C -13.269 3.445 4.085
C -12.109 2.773 3.836
C -12.074 1.384 3.626
C -13.261 0.680 3.624
C -14.494 1.374 3.818
S -16.032 0.439 3.566
C -18.765 3.397 6.418
C -19.077 3.693 7.716
C -19.925 4.717 8.090
C -20.447 5.504 7.002
C -20.250 5.136 5.707
C -19.456 4.065 5.344
S -19.430 3.516 3.680
H -18.697 0.956 7.587
H -17.776 0.266 6.251
H -19.483 0.820 5.999
H -15.970 1.554 6.340
H -16.461 2.649 7.689
H -14.973 3.765 6.303
H -16.544 4.466 6.113
H -14.976 5.428 4.319
H -16.729 5.285 3.976
H -15.448 4.765 2.732
H -13.274 4.493 4.174
H -11.190 3.356 3.763
H -11.093 0.884 3.475
H -13.258 -0.359 3.380
H -18.725 3.042 8.470
H -20.079 4.921 9.097
H -21.146 6.332 7.062
H -20.675 5.664 4.924
C -15.452 3.237 0.627
C -14.369 4.079 0.443
C -13.138 3.651 0.996
C -12.022 4.436 0.898
C -12.120 5.716 0.317
C -13.391 6.241 -0.084
C -14.482 5.424 0.005
C -10.960 6.529 0.240
N -10.050 7.246 0.339
H -15.333 2.322 1.212
H -16.431 3.593 0.380
H -13.114 2.695 1.466
H -11.049 4.107 1.299
H -13.378 7.211 -0.535
H -15.407 5.848 -0.249

Summary:
HOMO level (alpha / beta) ... -7.536 / -7.780 eV
<S²> ... 6.069
HOMO-LUMO gap (alpha / beta) ... 8.07 / 6.35 eV
F_max ... 0.072 hartree/bohr
Calculated total energy ... -54423.42483 eV
Lowest unoccupied orbital energy (alpha / beta) ... 0.5 / -1.4 eV
Spin multiplicity ... 5

=====

(5)
An isolated molecule of C24H24N4O4, computed with wB97M-V/def2-TZVPD.

Atoms and positions in Å:
C -1.003 1.161 -2.376
H -1.166 0.137 -2.043
H -1.390 1.277 -3.392
H -1.530 1.843 -1.702
O 0.393 1.359 -2.333
C 0.903 2.535 -2.789
C 0.113 3.613 -3.171
C 0.687 4.792 -3.615
C 2.062 4.912 -3.686
C 2.857 3.849 -3.304
C 2.308 2.654 -2.846
C 3.195 1.547 -2.473
N 2.743 0.332 -2.595
N 3.505 -0.710 -2.319
C 4.834 -0.653 -1.894
O 5.471 -1.669 -1.698
C 5.310 0.704 -1.720
C 4.524 1.769 -1.995
H 4.878 2.774 -1.829
H 6.317 0.812 -1.347
C 2.856 -1.993 -2.448
H 3.630 -2.761 -2.511
H 2.247 -1.994 -3.356
C 1.942 -2.341 -1.256
O 1.867 -3.472 -0.839
N 1.252 -1.270 -0.794
C 0.437 -1.191 0.338
C 0.068 -2.306 1.087
C -0.751 -2.155 2.190
C -1.219 -0.902 2.567
C -0.816 0.213 1.837
C -0.003 0.073 0.733
H 0.313 0.941 0.175
H -1.145 1.191 2.155
C -2.057 -0.683 3.783
O -1.806 0.208 4.579
N -3.099 -1.521 3.972
C -3.700 -2.422 3.010
C -5.191 -2.342 3.333
H -5.740 -3.214 2.984
C -5.182 -2.210 4.855
H -6.103 -1.785 5.248
C -3.976 -1.310 5.116
H -3.450 -1.557 6.041
H -4.253 -0.251 5.164
H -5.028 -3.189 5.311
H -5.624 -1.448 2.881
H -3.462 -2.123 1.988
H -3.340 -3.446 3.169
H -1.004 -3.025 2.777
H 0.432 -3.280 0.807
H 1.365 -0.395 -1.304
H 3.929 3.939 -3.389
H 2.514 5.825 -4.042
H 0.051 5.613 -3.908
H -0.962 3.544 -3.127

Summary:
HOMO level ... -8.513 eV
Energy above the lowest of the compared OMol25 structures with the same formula, charge and spin ... 185.42 kJ/mol
HOMO-LUMO gap ... 8.31 eV
F_max ... 0.016 hartree/bohr
Calculated total energy ... -39428.38506 eV
Lowest unoccupied orbital energy ... -0.2 eV

=====

(6)
A structure of composition C24H25AsCl2IN4O4Ti, computed with wB97M-V/def2-TZVPD.

Atoms and positions in Å:
Ti -0.343 -0.621 0.157
Cl 5.844 -1.012 3.369
C 4.124 -0.857 3.103
C 3.611 -1.221 1.860
C 2.252 -1.108 1.616
N 1.586 -1.488 0.444
C 2.096 -2.334 -0.456
O 3.256 -2.723 -0.620
C 0.995 -2.915 -1.323
C 1.279 -3.540 -2.527
C 0.232 -4.066 -3.261
C -1.059 -3.961 -2.760
C -1.248 -3.312 -1.553
N -0.245 -2.804 -0.843
C 1.377 -0.618 2.632
C 1.913 -0.273 3.871
C 3.281 -0.390 4.093
Cl 3.906 0.068 5.659
N 0.052 -0.567 2.252
C -0.983 -0.319 3.101
O -0.928 -0.080 4.316
C -2.264 -0.426 2.372
C -3.485 -0.267 3.005
C -4.664 -0.383 2.294
C -4.571 -0.627 0.899
C -3.349 -0.750 0.312
N -2.171 -0.682 1.010
H 4.265 -1.601 1.091
H 2.310 -3.591 -2.851
H 0.413 -4.547 -4.214
H -1.908 -4.355 -3.303
H -2.240 -3.175 -1.137
H 1.254 0.080 4.648
H -3.462 -0.046 4.064
H -5.625 -0.248 2.773
H -5.456 -0.661 0.277
H -3.241 -0.853 -0.760
C -1.246 1.539 -3.492
As -0.065 1.738 -1.960
C 0.508 3.581 -2.457
C 1.525 0.807 -2.603
O -0.796 -0.308 -1.480
H -1.786 2.466 -3.659
H -1.934 0.725 -3.300
H -0.580 1.307 -4.327
H 0.686 3.608 -3.535
H 1.420 3.874 -1.937
H -0.301 4.272 -2.216
H 1.185 0.005 -3.258
H 2.057 0.355 -1.770
H 2.188 1.480 -3.148
I -3.524 3.538 -1.515
C -0.767 3.485 1.040
O -0.745 2.079 0.880
C 0.228 1.522 0.052
C 1.617 2.069 0.366
H 0.062 3.826 1.673
H -1.716 3.727 1.514
H -0.739 3.996 0.075
H 1.764 3.121 0.098
H 2.407 1.481 -0.099
H 1.750 1.982 1.448

Summary:
HOMO level (alpha / beta) ... -0.060 / -2.068 eV
<S²> ... 0.772
Energy above the lowest of the compared OMol25 structures with the same formula, charge and spin ... 0.00 kJ/mol
HOMO-LUMO gap (alpha / beta) ... 4.27 / 6.27 eV
F_max ... 0.013 hartree/bohr
Calculated total energy ... -156547.97326 eV
Lowest unoccupied orbital energy (alpha / beta) ... 4.2 / 4.2 eV
Total charge ... -2
Spin multiplicity ... 2

=====

(7)
A structure of composition C24H25BHgN11S2, computed with wB97M-V/def2-TZVPD.

Atoms and positions in Å:
Hg 0.646 -1.272 -0.587
C 0.456 1.215 1.589
N -0.105 2.534 1.890
C -1.257 2.441 2.794
C -2.189 1.317 2.438
N -2.250 0.174 3.075
C -3.032 -0.639 2.266
C -3.358 -1.990 2.396
C -4.089 -2.583 1.386
C -4.497 -1.855 0.256
C -4.180 -0.520 0.104
C -3.440 0.068 1.126
N -2.900 1.323 1.277
C 1.670 1.283 0.738
N 2.073 0.199 -0.013
C 3.425 0.213 -0.122
C 4.305 -0.606 -0.837
C 5.681 -0.325 -0.759
C 6.171 0.740 -0.026
C 5.287 1.605 0.673
C 3.934 1.313 0.626
N 2.841 1.905 1.198
H -0.270 0.567 1.077
H 0.677 0.725 2.552
H -0.393 2.957 1.011
H -1.779 3.398 2.768
H -0.909 2.251 3.811
H -3.001 -2.560 3.244
H -4.309 -3.642 1.434
H -5.030 -2.369 -0.534
H -4.447 0.032 -0.788
H -2.962 2.092 0.623
H 3.930 -1.439 -1.417
H 6.377 -0.964 -1.291
H 7.238 0.925 0.012
H 5.662 2.436 1.259
H 2.826 2.810 1.630
S -1.081 -2.067 -2.028
C -1.583 -3.517 -1.152
C -2.683 -4.189 -1.699
C -3.211 -5.333 -1.132
C -2.632 -5.840 0.027
C -1.549 -5.188 0.583
C -0.994 -4.024 0.025
S 0.369 -3.319 0.881
H -3.132 -3.779 -2.597
H -4.067 -5.819 -1.587
H -3.025 -6.734 0.499
H -1.098 -5.572 1.491
N 5.102 2.556 -2.594
N 3.819 2.163 -2.964
N 2.767 2.495 -2.267
C 1.800 1.906 -2.970
N 2.280 1.264 -4.046
N 3.588 1.435 -4.018
H 5.716 1.905 -3.071
H 5.175 2.347 -1.596
H 0.764 1.951 -2.668
B -2.864 4.290 -0.474
C -1.839 3.256 -1.119
N -1.080 2.468 -1.494
H -3.957 3.745 -0.402
H -2.933 5.294 -1.153
H -2.452 4.549 0.646

Summary:
HOMO level (alpha / beta) ... 0.181 / -2.334 eV
<S²> ... 0.779
Energy above the lowest of the compared OMol25 structures with the same formula, charge and spin ... 0.00 kJ/mol
HOMO-LUMO gap (alpha / beta) ... 4.54 / 7.04 eV
F_max ... 0.004 hartree/bohr
Calculated total energy ... -68207.88919 eV
Lowest unoccupied orbital energy (alpha / beta) ... 4.7 / 4.7 eV
Total charge ... -2
Spin multiplicity ... 2

=====

(8)
A structure of composition C24H25BrCdN5, computed with wB97M-V/def2-TZVPD.

Atoms and positions in Å:
Cd 0.121 0.431 0.087
C 2.637 -1.330 -0.292
C 2.859 -0.741 -1.701
C 2.570 0.726 -1.915
C 3.600 1.620 -2.174
C 3.296 2.935 -2.480
C 1.966 3.321 -2.532
C 1.003 2.380 -2.227
N 1.287 1.110 -1.922
N 1.246 -1.745 0.019
C 1.173 -2.345 1.364
C 0.986 -1.374 2.503
C 1.686 -1.511 3.690
C 1.378 -0.667 4.747
C 0.388 0.287 4.575
C -0.237 0.372 3.345
N 0.044 -0.448 2.334
C 0.693 -2.704 -0.946
C -0.742 -2.411 -1.324
C -1.612 -3.443 -1.652
C -2.858 -3.130 -2.171
C -3.193 -1.798 -2.355
C -2.282 -0.833 -1.964
N -1.091 -1.129 -1.441
H 2.934 -0.590 0.456
H 3.302 -2.198 -0.186
H 2.264 -1.276 -2.440
H 3.904 -0.919 -1.953
H 4.628 1.284 -2.147
H 4.085 3.647 -2.684
H 1.685 4.334 -2.782
H -0.049 2.646 -2.224
H 2.049 -2.975 1.550
H 0.292 -2.991 1.384
H 2.457 -2.264 3.785
H 1.905 -0.753 5.687
H 0.123 0.970 5.369
H -0.981 1.135 3.153
H 0.782 -3.731 -0.584
H 1.258 -2.668 -1.874
H -1.311 -4.473 -1.513
H -3.554 -3.916 -2.433
H -4.142 -1.514 -2.789
H -2.510 0.221 -2.065
Br 1.654 2.133 1.167
C -4.247 3.007 0.829
C -3.035 3.661 0.677
C -1.888 2.907 0.498
N -1.905 1.572 0.458
C -3.072 0.944 0.628
C -4.265 1.619 0.812
H -5.163 3.566 0.966
H -2.973 4.740 0.707
H -0.916 3.379 0.398
H -3.041 -0.139 0.636
H -5.185 1.069 0.946

Summary:
HOMO level ... -11.234 eV
Energy above the lowest of the compared OMol25 structures with the same formula, charge and spin ... 15.86 kJ/mol
HOMO-LUMO gap ... 8.92 eV
F_max ... 0.013 hartree/bohr
Calculated total energy ... -107348.61924 eV
Lowest unoccupied orbital energy ... -2.3 eV
Total charge ... +1